# 1
ORCA calculation (ωB97M-V/def2-TZVPD) on a cluster of 2 separate species, C37H41N4O2 in total at a distorted geometry.

Properties
Orbital gap   5.84 eV
Spin multiplicity   1
Charge   +1
Molecular weight   573.8 g mol⁻¹
Energy above the lowest of the compared OMol25 structures with the same formula, charge and spin   0.9188 eV
Highest occupied orbital energy   -10.4 eV

Geometry (Å):
1 C -7.95 -1.95 0.29
2 C -6.53 -1.38 0.23
3 N -5.52 -2.41 -0.03
4 C -4.20 -1.99 0.04
5 C -3.24 -2.31 -0.93
6 C -1.97 -1.76 -0.86
7 C -1.55 -1.02 0.28
8 C -0.19 -0.57 0.42
9 C 0.58 -0.83 1.57
10 C 0.25 -1.86 2.52
11 C 0.98 -2.02 3.68
12 C 1.94 -1.05 4.05
13 N 2.57 -1.03 5.29
14 C 2.61 0.25 6.00
15 C 3.61 0.23 7.15
16 O 3.62 -0.99 7.89
17 C 3.74 -2.16 7.06
18 C 2.59 -2.26 6.07
19 C 2.29 -0.04 3.12
20 C 1.73 -0.05 1.87
21 C -2.51 -0.77 1.30
22 C -3.81 -1.21 1.16
23 C -5.84 -3.50 -0.93
24 C -7.25 -4.01 -0.63
25 O -8.21 -2.95 -0.69
26 H -8.13 -2.36 1.31
27 H -8.66 -1.14 0.07
28 H -6.50 -0.59 -0.55
29 H -6.33 -0.90 1.20
30 H -3.49 -2.97 -1.76
31 H -1.24 -1.93 -1.66
32 H 0.29 -0.03 -0.39
33 H -0.57 -2.53 2.29
34 H 0.77 -2.86 4.36
35 H 2.91 1.04 5.31
36 H 1.61 0.51 6.40
37 H 4.62 0.43 6.76
38 H 3.33 1.00 7.89
39 H 4.70 -2.15 6.50
40 H 3.70 -3.01 7.76
41 H 1.64 -2.40 6.61
42 H 2.75 -3.10 5.39
43 H 3.02 0.72 3.39
44 H 2.14 0.61 1.10
45 H -2.23 -0.20 2.18
46 H -4.56 -1.01 1.94
47 H -5.77 -3.19 -1.99
48 H -5.12 -4.32 -0.76
49 H -7.57 -4.72 -1.41
50 H -7.24 -4.50 0.36
51 C 2.24 3.79 -6.88
52 C 1.89 2.46 -6.61
53 C 1.24 2.13 -5.42
54 C 0.96 3.12 -4.47
55 C 0.26 2.79 -3.18
56 N 1.12 2.93 -2.02
57 C 0.70 3.78 -0.91
58 C 1.45 3.18 0.27
59 N 2.10 1.97 -0.27
60 C 1.99 1.95 -1.57
61 C 2.73 1.05 -2.51
62 C 2.54 -0.35 -2.54
63 C 3.21 -1.12 -3.50
64 C 4.07 -0.51 -4.43
65 C 4.32 0.86 -4.34
66 C 3.67 1.63 -3.38
67 C 1.33 4.45 -4.73
68 C 1.95 4.78 -5.94
69 H 2.71 4.05 -7.83
70 H 2.13 1.67 -7.33
71 H 0.98 1.09 -5.19
72 H -0.59 3.48 -3.04
73 H -0.12 1.75 -3.23
74 H 1.00 4.81 -1.09
75 H -0.39 3.76 -0.78
76 H 2.21 3.91 0.61
77 H 0.80 2.94 1.12
78 H 1.86 -0.82 -1.82
79 H 3.06 -2.20 -3.54
80 H 4.55 -1.11 -5.21
81 H 5.01 1.33 -5.04
82 H 3.88 2.70 -3.31
83 H 1.13 5.21 -3.97
84 H 2.20 5.82 -6.15

Mulliken charges, unit e, in atom order: atom 1 (C): -0.65, atom 2 (C): -0.34, atom 3 (N): 0.17, atom 4 (C): 0.75, atom 5 (C): -0.49, atom 6 (C): -0.94, atom 7 (C): -0.32, atom 8 (C): 0.04, atom 9 (C): 0.36, atom 10 (C): -0.91, atom 11 (C): -0.58, atom 12 (C): 0.92, atom 13 (N): 0.23, atom 14 (C): -0.32, atom 15 (C): -0.65, atom 16 (O): -0.35, atom 17 (C): -0.81, atom 18 (C): -0.64, atom 19 (C): -0.78, atom 20 (C): -0.67, atom 21 (C): -0.59, atom 22 (C): -0.48, atom 23 (C): -0.63, atom 24 (C): -0.77, atom 25 (O): -0.35, atom 26 (H): 0.33, atom 27 (H): 0.32, atom 28 (H): 0.26, atom 29 (H): 0.23, atom 30 (H): 0.42, atom 31 (H): 0.48, atom 32 (H): 0.58, atom 33 (H): 0.49, atom 34 (H): 0.45, atom 35 (H): 0.25, atom 36 (H): 0.26, atom 37 (H): 0.34, atom 38 (H): 0.32, atom 39 (H): 0.35, atom 40 (H): 0.36, atom 41 (H): 0.38, atom 42 (H): 0.48, atom 43 (H): 0.41, atom 44 (H): 0.84, atom 45 (H): 0.50, atom 46 (H): 0.35, atom 47 (H): 0.38, atom 48 (H): 0.46, atom 49 (H): 0.35, atom 50 (H): 0.35, atom 51 (C): -0.50, atom 52 (C): -0.64, atom 53 (C): -0.16, atom 54 (C): 0.76, atom 55 (C): -1.25, atom 56 (N): 0.53, atom 57 (C): -0.78, atom 58 (C): -0.53, atom 59 (N): -0.43, atom 60 (C): -0.38, atom 61 (C): 0.45, atom 62 (C): -0.01, atom 63 (C): -0.74, atom 64 (C): -0.51, atom 65 (C): -0.69, atom 66 (C): -0.47, atom 67 (C): -0.42, atom 68 (C): -0.61, atom 69 (H): 0.40, atom 70 (H): 0.40, atom 71 (H): 0.30, atom 72 (H): 0.64, atom 73 (H): 0.27, atom 74 (H): 0.23, atom 75 (H): 0.48, atom 76 (H): 0.39, atom 77 (H): 0.28, atom 78 (H): 0.53, atom 79 (H): 0.41, atom 80 (H): 0.39, atom 81 (H): 0.41, atom 82 (H): 0.42, atom 83 (H): 0.32, atom 84 (H): 0.38



# 2
ORCA calculation (ωB97M-V/def2-TZVPD) on a structure of composition C37H41P2Rh at a distorted geometry.

Properties
Orbital gap (spin up / spin down)   6.80 / 6.80 eV
Spin multiplicity   1
Charge   +2
Molecular weight   650.6 g mol⁻¹
Energy above the lowest of the compared OMol25 structures with the same formula, charge and spin   0.0000 eV
Highest occupied orbital energy (spin up / spin down)   -14.2 / -14.2 eV

Geometry (Å):
1 Rh -0.58 0.02 0.56
2 C -2.75 -0.36 1.07
3 C -1.83 -1.11 1.89
4 C -1.10 -0.23 2.75
5 C -1.50 1.09 2.41
6 C -2.51 1.00 1.35
7 C -3.32 2.14 0.84
8 C -1.15 2.34 3.12
9 C -0.21 -0.67 3.87
10 C -1.72 -2.59 1.92
11 C -3.85 -0.92 0.22
12 H -4.37 1.94 1.04
13 H -3.23 2.26 -0.24
14 H -3.05 3.08 1.32
15 H -2.04 2.64 3.69
16 H -0.92 3.15 2.43
17 H -0.32 2.21 3.81
18 H -0.08 0.12 4.60
19 H 0.78 -0.94 3.51
20 H -0.64 -1.53 4.38
21 H -2.27 -2.97 2.79
22 H -0.68 -2.91 2.04
23 H -2.14 -3.06 1.03
24 H -3.63 -0.84 -0.85
25 H -4.77 -0.37 0.41
26 H -4.03 -1.97 0.46
27 C 1.98 1.74 -1.97
28 C 0.49 1.93 -2.28
29 P -0.58 0.55 -1.72
30 C -2.18 0.94 -2.51
31 C -2.65 2.26 -2.57
32 C -3.84 2.54 -3.20
33 C -4.59 1.53 -3.78
34 C -4.13 0.22 -3.73
35 C -2.93 -0.07 -3.10
36 C 0.00 -0.92 -2.59
37 C -0.11 -2.15 -1.93
38 C 0.28 -3.32 -2.56
39 C 0.79 -3.28 -3.85
40 C 0.90 -2.06 -4.51
41 C 0.50 -0.88 -3.89
42 C 2.30 1.87 -0.48
43 P 1.70 0.52 0.61
44 C 2.40 0.99 2.22
45 C 2.10 2.26 2.72
46 C 2.62 2.68 3.94
47 C 3.43 1.83 4.68
48 C 3.73 0.56 4.19
49 C 3.22 0.15 2.97
50 C 2.58 -1.00 0.14
51 C 3.64 -1.01 -0.75
52 C 4.29 -2.21 -1.04
53 C 3.89 -3.39 -0.42
54 C 2.84 -3.37 0.49
55 C 2.18 -2.18 0.76
56 H 2.54 2.50 -2.50
57 H 2.31 0.78 -2.35
58 H 0.33 2.02 -3.36
59 H 0.12 2.86 -1.83
60 H -2.07 3.07 -2.13
61 H -4.19 3.57 -3.25
62 H -5.52 1.76 -4.28
63 H -4.70 -0.58 -4.20
64 H -2.57 -1.10 -3.09
65 H -0.52 -2.18 -0.92
66 H 0.19 -4.27 -2.04
67 H 1.09 -4.19 -4.34
68 H 1.28 -2.03 -5.52
69 H 0.58 0.05 -4.43
70 H 1.83 2.78 -0.09
71 H 3.37 1.96 -0.29
72 H 1.47 2.94 2.15
73 H 2.39 3.67 4.31
74 H 3.83 2.15 5.63
75 H 4.37 -0.10 4.76
76 H 3.48 -0.84 2.59
77 H 3.99 -0.10 -1.23
78 H 5.12 -2.22 -1.73
79 H 4.40 -4.31 -0.64
80 H 2.53 -4.28 0.98
81 H 1.37 -2.16 1.48

Mulliken charges, unit e, in atom order: atom 1 (Rh): -0.13, atom 2 (C): 0.26, atom 3 (C): 1.08, atom 4 (C): 0.06, atom 5 (C): 1.97, atom 6 (C): 0.83, atom 7 (C): -1.38, atom 8 (C): -2.07, atom 9 (C): -1.65, atom 10 (C): -1.81, atom 11 (C): -1.58, atom 12 (H): 0.40, atom 13 (H): 0.11, atom 14 (H): 0.46, atom 15 (H): 0.44, atom 16 (H): 0.46, atom 17 (H): 0.36, atom 18 (H): 0.44, atom 19 (H): 0.17, atom 20 (H): 0.44, atom 21 (H): 0.45, atom 22 (H): 0.35, atom 23 (H): 0.39, atom 24 (H): 0.10, atom 25 (H): 0.37, atom 26 (H): 0.44, atom 27 (C): -0.88, atom 28 (C): -1.48, atom 29 (P): 1.86, atom 30 (C): 1.27, atom 31 (C): -0.91, atom 32 (C): -0.54, atom 33 (C): -0.75, atom 34 (C): -0.62, atom 35 (C): -0.90, atom 36 (C): 0.35, atom 37 (C): -0.10, atom 38 (C): -0.61, atom 39 (C): -0.76, atom 40 (C): -0.80, atom 41 (C): -0.47, atom 42 (C): -1.22, atom 43 (P): 0.65, atom 44 (C): 1.13, atom 45 (C): -0.98, atom 46 (C): -0.68, atom 47 (C): -0.66, atom 48 (C): -0.76, atom 49 (C): -0.29, atom 50 (C): 1.05, atom 51 (C): -0.73, atom 52 (C): -0.88, atom 53 (C): -0.73, atom 54 (C): -0.84, atom 55 (C): -0.06, atom 56 (H): 0.48, atom 57 (H): 0.31, atom 58 (H): 0.62, atom 59 (H): 0.57, atom 60 (H): 0.34, atom 61 (H): 0.48, atom 62 (H): 0.43, atom 63 (H): 0.48, atom 64 (H): 0.51, atom 65 (H): 0.02, atom 66 (H): 0.48, atom 67 (H): 0.44, atom 68 (H): 0.48, atom 69 (H): 0.45, atom 70 (H): 0.56, atom 71 (H): 0.64, atom 72 (H): 0.36, atom 73 (H): 0.48, atom 74 (H): 0.45, atom 75 (H): 0.47, atom 76 (H): 0.48, atom 77 (H): 0.42, atom 78 (H): 0.48, atom 79 (H): 0.44, atom 80 (H): 0.49, atom 81 (H): 0.02